Record 1
ORCA calculation (the ωB97M-V functional and the def2-TZVPD basis) on the ion C5H10NO with charge +1.

The orbital gap (spin up / spin down) comes out at 9.472 / 6.944 eV. For the HOMO energy (spin up / spin down), the calculation gives -12.700 / -13.224 eV. As for the net charge: +1. Its spin multiplicity is 3. The value obtained for the relative energy (zero: lowest compared OMol25 entry of this formula, charge and spin) is 392.1 kJ/mol.

Last column: Mulliken spin population.
CARTESIAN COORDINATES (ANGSTROEM)
H -3.7971 -0.2721 0.8777  0.00
H 3.2131 0.5321 1.2496  0.13
C -1.2426 -0.5227 -0.0470  0.01
H 2.3625 1.6580 0.2297  0.05
H 4.0274 1.3402 -0.0144  0.02
C 2.8826 -0.3309 -0.3639  1.68
H -3.8564 -0.4837 -0.9217  0.00
H -4.0749 1.0496 -0.1936  0.00
C 0.0728 -0.0649 -0.1036  0.02
N 1.3779 -0.8209 -0.2852  0.03
H 1.3622 -1.6774 -0.9319  0.00
H -1.4119 -1.5914 -0.0657  0.00
O -2.1502 0.4223 -0.0500  0.00
H 0.0860 0.9726 -0.0851  0.00
C 3.1278 0.9295 0.1668  0.04
C -3.5814 0.1870 -0.0204  0.00
H 1.6021 -1.3273 0.5585  0.02

Record 2
ORCA calculation (the ωB97M-V functional and the def2-TZVPD basis) on the ion C5H10NO2 with charge -1.

The orbital gap comes out at 7.773 eV. For the HOMO energy, the calculation gives -3.765 eV. As for the net charge: -1. Its spin multiplicity is 1. The value obtained for the relative energy (zero: lowest compared OMol25 entry of this formula, charge and spin) is 641.4 kJ/mol.

Last column: natural (NBO) charge in e.
CARTESIAN COORDINATES (ANGSTROEM)
C 1.8754 1.0625 0.3899  -0.63
H -1.5316 1.2325 -1.5379  0.14
C 0.4004 0.5206 0.8243  -0.36
H 1.8499 2.1673 0.2758  0.18
O 1.3150 -2.1015 1.3461  -0.73
H -0.1544 1.4476 0.6659  0.19
H -3.2192 0.7746 -1.0120  0.20
N -1.9152 -0.1550 0.2180  -0.59
H 2.2056 0.5608 -0.5428  0.22
C -2.1736 0.3888 -1.0861  -0.44
H -0.3351 -0.7000 -0.9713  0.31
O 1.3115 -2.1684 -0.9971  -0.76
C -0.2886 -0.7555 0.1319  -0.59
C 0.9007 -1.8370 0.1841  0.83
H -2.2033 -0.5152 -1.8645  0.15
H -1.0608 -1.1237 0.8719  0.47
H 2.6399 0.9082 1.1899  0.20
H 0.3833 0.2934 1.9141  0.21

Record 3
ORCA calculation (the ωB97M-V functional and the def2-TZVPD basis) on a structure of composition C5H10NO2.

The orbital gap comes out at 5.929 eV. For the HOMO energy, the calculation gives -2.462 eV. As for the net charge: -1. Its spin multiplicity is 1. The value obtained for the relative energy (zero: lowest compared OMol25 entry of this formula, charge and spin) is 656.9 kJ/mol.

Last column: natural (NBO) charge in e.
CARTESIAN COORDINATES (ANGSTROEM)
C 1.9730 -0.0848 0.2772  0.41
H -2.0263 -1.0231 -0.2194  0.04
H 0.2846 -1.1382 -1.2590  0.18
C 0.2069 0.0511 -1.3400  -0.28
H -1.5405 1.1639 -1.6524  0.19
H 0.0444 0.3254 -2.4052  0.22
C -1.0300 0.8349 -0.7425  -0.42
H 0.3598 -0.1012 1.7865  0.24
C 0.9535 -0.9182 1.2936  -0.70
H 0.3305 -1.6870 0.7949  0.23
C -1.9472 0.0855 0.1110  -0.02
H -1.4187 -0.0242 1.0621  0.08
H 1.4344 0.9289 0.2604  0.37
O 3.1667 0.0708 0.6403  -0.63
O -3.0763 0.7237 0.4267  -0.94
N 1.4689 0.5364 -0.9633  -0.38
H -0.7607 1.7156 -0.0817  0.20
H 1.5770 -1.4594 2.0109  0.22

Which value of relative energy (zero: lowest compared OMol25 entry of this formula, charge and spin) does entry 2 give?
641.4 kJ/mol

Repeat the third record exactly.
ORCA calculation (the ωB97M-V functional and the def2-TZVPD basis) on a structure of composition C5H10NO2.

The orbital gap comes out at 5.929 eV. For the HOMO energy, the calculation gives -2.462 eV. As for the net charge: -1. Its spin multiplicity is 1. The value obtained for the relative energy (zero: lowest compared OMol25 entry of this formula, charge and spin) is 656.9 kJ/mol.

Last column: natural (NBO) charge in e.
CARTESIAN COORDINATES (ANGSTROEM)
C 1.9730 -0.0848 0.2772  0.41
H -2.0263 -1.0231 -0.2194  0.04
H 0.2846 -1.1382 -1.2590  0.18
C 0.2069 0.0511 -1.3400  -0.28
H -1.5405 1.1639 -1.6524  0.19
H 0.0444 0.3254 -2.4052  0.22
C -1.0300 0.8349 -0.7425  -0.42
H 0.3598 -0.1012 1.7865  0.24
C 0.9535 -0.9182 1.2936  -0.70
H 0.3305 -1.6870 0.7949  0.23
C -1.9472 0.0855 0.1110  -0.02
H -1.4187 -0.0242 1.0621  0.08
H 1.4344 0.9289 0.2604  0.37
O 3.1667 0.0708 0.6403  -0.63
O -3.0763 0.7237 0.4267  -0.94
N 1.4689 0.5364 -0.9633  -0.38
H -0.7607 1.7156 -0.0817  0.20
H 1.5770 -1.4594 2.0109  0.22

Among the records above, which one has the highest relative energy (zero: lowest compared OMol25 entry of this formula, charge and spin)?
number 3

Number 2 is which compound?
C5H10NO2